Formula: C41H44BN14O2RuS4
Source: the Open Molecules 2025 dataset
Level of theory: the ωB97M-V functional and the def2-TZVPD basis

CARTESIAN COORDINATES (ANGSTROEM)
Ru1 1.674 0.211 -0.882
S1 4.417 0.086 -1.537
S2 2.997 2.432 0.321
S3 5.548 3.966 -0.058
S4 6.767 1.858 -1.703
O1 8.003 4.073 -1.018
O2 -4.453 0.294 3.296
N1 -1.288 3.481 0.434
N2 2.270 -2.803 -1.601
N3 -0.002 -2.051 -2.451
N4 0.058 2.082 -0.536
N5 -0.205 -2.841 1.979
N6 0.384 -0.890 1.090
N7 2.046 -1.308 -3.657
N8 2.131 -0.033 -3.265
N9 -0.363 -0.956 -1.767
N10 2.622 -1.992 -0.592
N11 -0.094 -1.926 2.945
N12 -6.322 -0.783 3.659
N13 -1.531 3.592 -0.874
N14 -6.626 0.376 3.056
C1 2.584 -1.444 -4.876
C2 -5.212 2.209 2.102
C3 6.997 3.437 -0.939
C4 2.755 0.649 -4.229
C5 4.550 2.544 -0.356
C6 -0.707 2.743 -1.432
C7 -3.336 -0.798 0.219
C8 2.772 -4.029 -1.388
C9 -2.310 -3.863 4.837
C10 -5.754 3.898 0.501
C11 5.129 1.559 -1.126
C12 3.057 -0.219 -5.284
C13 -4.440 4.336 0.508
C14 0.253 -0.752 2.395
C15 -0.330 2.565 0.628
C16 -1.687 -1.002 -1.618
C17 -2.775 -1.625 4.140
C18 -4.593 -3.133 4.609
C19 -3.508 3.744 1.350
C20 -3.894 2.664 2.123
C21 0.087 -2.195 0.882
C22 -5.507 1.001 2.836
C23 3.371 -2.693 0.261
C24 3.139 2.092 -4.106
C25 -4.141 -1.877 4.218
C26 -2.074 4.219 1.393
C27 -1.084 -2.784 -2.755
C28 4.108 -2.180 1.467
C29 -2.190 -2.148 -2.246
C30 -0.387 -2.292 4.307
C31 -3.671 -4.112 4.929
C32 5.569 -1.918 1.085
C33 -2.499 -0.037 -0.814
C34 -6.157 2.848 1.305
C35 -1.856 -2.609 4.449
C36 3.511 -0.919 2.079
C37 -5.028 -0.826 3.782
C38 3.483 2.702 -5.463
C39 2.034 2.889 -3.416
C40 -3.429 0.789 -1.706
C41 3.476 -4.011 -0.207
B1 1.426 -2.443 -2.850
H1 0.085 -2.687 -0.067
H2 3.703 3.760 -5.336
H3 1.817 2.439 -2.443
H4 2.352 3.917 -3.262
H5 -4.100 1.382 -1.088
H6 1.366 -3.411 -3.533
H7 -1.804 0.620 -0.286
H8 6.152 -1.685 1.974
H9 -4.128 5.120 -0.164
H10 2.613 -2.395 -5.361
H11 -7.176 2.496 1.304
H12 -3.170 2.151 2.739
H13 3.199 -0.234 1.283
H14 4.107 -2.977 2.221
H15 -2.020 5.280 1.135
H16 0.423 0.147 2.954
H17 3.550 0.012 -6.205
H18 2.649 -1.149 2.698
H19 2.594 -4.829 -2.080
H20 -5.655 -3.319 4.633
H21 -3.214 -2.450 -2.315
H22 -4.105 -1.384 -0.277
H23 4.360 2.222 -5.889
H24 -1.010 -3.709 -3.292
H25 -2.435 -0.657 3.801
H26 5.618 -1.075 0.399
H27 -2.727 -1.481 0.808
H28 -4.008 -5.090 5.235
H29 -1.634 4.057 2.380
H30 -0.100 -1.464 4.961
H31 1.130 2.887 -4.026
H32 -0.649 2.589 -2.489
H33 -2.864 1.461 -2.345
H34 -6.468 4.382 -0.145
H35 -4.025 0.132 -2.334
H36 -1.598 -4.649 5.042
H37 3.998 -4.824 0.255
H38 -3.817 -0.085 0.883
H39 0.208 -3.173 4.552
H40 4.045 2.142 -3.482
H41 2.649 2.597 -6.156
H42 6.006 -2.787 0.599
H43 4.247 -0.415 2.701
H44 0.069 2.290 1.583

Computed properties:
Multiplicity = 2
Total charge = 0
Frontier orbital gap (spin up / spin down) = 5.67 / 4.61 eV
E_HOMO (spin up / spin down) = -6.307 / -6.195 eV

***

Formula: C41H44BrN2P2PdSi2
Source: the Open Molecules 2025 dataset
Level of theory: the ωB97M-V functional and the def2-TZVPD basis

CARTESIAN COORDINATES (ANGSTROEM)
Pd1 0.062 0.785 -0.427
Br1 2.618 2.209 -1.239
P1 0.511 -0.283 1.860
P2 0.438 -1.713 -0.911
Si1 0.330 -0.552 -3.776
Si2 0.058 2.692 2.600
N1 0.426 1.320 1.653
N2 0.309 -0.589 -2.068
C1 -0.694 2.445 -1.326
C2 -2.619 -4.236 0.187
C3 -1.205 -2.491 -0.693
C4 1.465 5.992 -2.404
C5 2.046 -0.795 5.644
C6 -2.275 -0.204 2.054
C7 3.164 -5.104 -2.387
C8 2.164 4.847 -1.984
C9 0.151 1.214 -4.394
C10 1.493 3.695 -1.671
C11 -3.644 -1.857 3.138
C12 -2.332 -1.851 -1.193
C13 -1.361 -3.684 0.009
C14 1.677 3.548 3.075
C15 -2.722 3.623 -2.042
C16 -3.740 -3.595 -0.327
C17 -1.009 3.921 1.655
C18 -2.012 4.744 -2.361
C19 -2.503 -2.566 3.487
C20 0.965 -4.143 -2.247
C21 -0.843 2.320 4.232
C22 3.769 -1.325 4.055
C23 2.883 -1.074 3.017
C24 1.460 -3.115 -1.451
C25 0.109 5.939 -2.528
C26 -1.253 -2.095 3.116
C27 1.163 -0.545 4.605
C28 3.662 -4.080 -1.593
C29 1.575 -0.685 3.283
C30 0.068 3.595 -1.723
C31 2.811 -3.088 -1.129
C32 -1.047 -1.598 -4.564
C33 -0.607 4.760 -2.206
C34 1.972 -1.247 -4.417
C35 -3.594 -2.398 -1.013
C36 -2.059 2.498 -1.522
C37 1.080 -0.963 0.444
C38 -3.527 -0.679 2.414
C39 -1.125 -0.902 2.408
C40 3.351 -1.186 5.371
C41 1.814 -5.135 -2.712
H1 2.306 2.863 3.649
H2 -0.514 4.252 0.741
H3 3.828 -5.879 -2.753
H4 -0.451 6.800 -2.875
H5 2.230 3.828 2.176
H6 -0.088 -4.170 -2.501
H7 -2.665 1.642 -1.236
H8 -4.622 -2.227 3.422
H9 -2.586 -3.494 4.041
H10 -3.800 3.603 -2.167
H11 -1.604 1.543 4.128
H12 1.714 -0.688 6.670
H13 2.014 6.895 -2.641
H14 -0.366 -2.660 3.379
H15 -1.206 4.800 2.276
H16 -2.177 0.718 1.489
H17 3.173 -2.275 -0.510
H18 -4.414 -0.127 2.128
H19 -0.489 -4.183 0.419
H20 2.058 -1.141 -5.502
H21 -2.501 5.636 -2.736
H22 -2.202 -0.914 -1.723
H23 -0.140 2.008 5.008
H24 -2.027 -1.358 -4.146
H25 1.422 -5.934 -3.330
H26 1.514 4.447 3.675
H27 -4.464 -1.887 -1.407
H28 -2.729 -5.163 0.736
H29 -1.341 3.226 4.589
H30 2.080 -2.306 -4.172
H31 0.342 1.263 -5.469
H32 -1.094 -1.428 -5.644
H33 -0.846 1.616 -4.199
H34 3.184 -1.178 1.981
H35 -0.873 -2.665 -4.405
H36 0.864 1.869 -3.889
H37 0.145 -0.251 4.824
H38 -4.724 -4.024 -0.184
H39 4.040 -1.381 6.184
H40 3.243 4.864 -1.925
H41 4.786 -1.628 3.838
H42 -1.967 3.489 1.359
H43 2.808 -0.714 -3.957
H44 4.715 -4.053 -1.340

Computed properties:
Total charge = -1
Frontier orbital gap = 6.93 eV
E_HOMO = -4.271 eV

***

Formula: C41H44Cl2F10HfN11O2Se2
Source: the Open Molecules 2025 dataset
Level of theory: the ωB97M-V functional and the def2-TZVPD basis

CARTESIAN COORDINATES (ANGSTROEM)
Hf1 1.062 -0.408 0.265
Se1 2.134 -0.484 -3.794
Se2 2.487 -0.928 -5.964
Cl1 5.265 -0.122 -2.764
Cl2 5.567 2.624 -1.854
F1 -0.496 -0.756 3.622
F2 -4.120 -3.666 4.037
F3 1.665 2.334 0.139
F4 1.125 1.528 4.724
F5 0.688 5.886 3.067
F6 -2.720 -1.478 4.851
F7 0.711 4.119 5.135
F8 -0.901 -4.496 0.756
F9 -3.166 -5.158 1.963
F10 1.159 4.981 0.533
O1 4.047 1.354 0.238
O2 2.615 0.185 -1.047
N1 -0.959 2.413 -0.234
N2 -0.273 0.005 -2.359
N3 3.307 -1.612 1.078
N4 -3.712 -0.997 1.024
N5 -1.393 -0.407 0.590
N6 -2.142 4.472 -0.764
N7 1.513 -2.382 -1.740
N8 1.714 0.529 2.057
N9 -2.578 -2.146 -0.473
N10 0.618 -2.227 1.425
N11 -0.393 3.856 -1.991
C1 -2.990 -3.327 3.428
C2 1.519 1.862 2.400
C3 2.683 -4.541 -3.079
C4 -1.546 0.422 -2.311
C5 -1.824 0.376 -4.676
C6 1.614 -3.159 1.997
C7 1.484 2.808 1.382
C8 1.933 -4.742 -1.936
C9 2.776 -3.256 -3.588
C10 -2.770 4.833 0.499
C11 0.966 4.602 2.853
C12 2.152 -2.233 -2.903
C13 -1.336 -3.694 1.740
C14 -3.883 -2.775 -0.502
C15 3.671 0.949 -0.829
C16 0.211 -0.191 -3.589
C17 -1.619 -2.579 -1.453
C18 -1.116 -1.851 3.173
C19 3.664 -0.908 2.333
C20 0.981 3.699 3.902
C21 1.231 2.355 3.676
C22 2.466 -0.286 3.019
C23 1.212 4.142 1.571
C24 0.802 3.219 -2.470
C25 -1.458 0.750 1.497
C26 -1.154 3.501 -0.910
C27 -4.226 -0.111 2.060
C28 -1.869 2.053 0.829
C29 -2.505 -4.076 2.375
C30 -2.278 -2.213 3.833
C31 -0.506 -0.042 -4.759
C32 -2.491 -1.111 0.405
C33 4.430 1.317 -2.119
C34 -0.608 -2.555 2.079
C35 -4.658 -2.010 0.559
C36 4.512 -1.694 0.223
C37 2.956 -3.015 1.341
C38 -1.816 5.640 -1.585
C39 -0.791 5.116 -2.580
C40 1.380 -3.643 -1.304
C41 -2.344 0.629 -3.423
H1 5.007 -0.736 0.149
H2 -3.420 4.055 0.880
H3 1.687 3.819 -2.229
H4 -2.037 5.107 1.267
H5 -3.770 -0.283 3.035
H6 0.812 -3.757 -0.396
H7 -1.902 2.792 1.636
H8 -4.144 0.940 1.795
H9 -1.574 -3.667 -1.449
H10 -1.392 6.431 -0.958
H11 3.731 1.639 -2.884
H12 0.749 3.102 -3.556
H13 0.906 2.245 -2.018
H14 4.235 -2.044 -0.770
H15 -0.469 0.851 1.932
H16 5.222 -2.405 0.659
H17 4.355 -0.111 2.068
H18 -2.092 0.593 2.362
H19 3.726 -3.486 1.966
H20 -0.640 -2.195 -1.215
H21 -2.898 1.946 0.451
H22 -2.713 6.028 -2.065
H23 -1.215 4.964 -3.577
H24 -2.414 0.513 -5.573
H25 -1.936 0.608 -1.330
H26 3.277 -3.045 -4.523
H27 0.066 5.786 -2.676
H28 -3.393 5.706 0.310
H29 -3.357 0.983 -3.286
H30 1.824 -1.032 3.471
H31 1.781 -5.729 -1.520
H32 -1.895 -2.247 -2.458
H33 -5.552 -1.530 0.158
H34 2.853 0.329 3.829
H35 4.176 -1.599 3.013
H36 -3.796 -3.840 -0.274
H37 -5.286 -0.337 2.162
H38 -0.021 -0.241 -5.707
H39 1.291 -4.201 1.874
H40 -4.961 -2.649 1.391
H41 2.975 -3.531 0.386
H42 1.696 -3.004 3.079
H43 -4.329 -2.680 -1.496
H44 3.161 -5.367 -3.590

Computed properties:
Total charge = +1
Frontier orbital gap = 7.72 eV
E_HOMO = -10.315 eV

***

Formula: C41H44Ge2NO2RhSi
Source: the Open Molecules 2025 dataset
Level of theory: the ωB97M-V functional and the def2-TZVPD basis

CARTESIAN COORDINATES (ANGSTROEM)
Rh1 -0.648 -0.405 -0.386
Ge1 -0.615 2.593 2.279
Ge2 0.918 -2.114 0.579
Si1 1.677 -1.651 -4.644
O1 -0.973 0.791 1.555
O2 -2.081 -1.057 1.421
N1 -2.582 -0.586 -1.390
C1 -3.430 -1.326 -1.619
C2 1.674 3.319 5.726
C3 -0.304 -4.059 -1.206
C4 -3.132 4.175 2.618
C5 0.256 -0.872 -1.965
C6 -3.830 5.893 1.094
C7 4.559 -2.731 -1.333
C8 1.656 1.474 3.639
C9 -1.778 4.703 0.712
C10 -4.511 -2.268 -1.916
C11 2.680 3.141 -0.438
C12 5.310 -1.636 -0.924
C13 4.753 -0.669 -0.099
C14 1.855 3.143 0.692
C15 3.243 -2.860 -0.923
C16 -2.765 0.557 3.114
C17 0.722 2.510 3.674
C18 0.611 -3.014 -5.321
C19 2.220 2.669 -1.650
C20 -1.752 -5.282 0.830
C21 0.705 3.412 4.735
C22 0.558 2.665 0.641
C23 -0.959 -4.182 1.115
C24 -2.693 5.675 0.338
C25 0.817 -1.180 -3.024
C26 -4.045 5.145 2.240
C27 -0.210 -3.571 0.102
C28 2.614 2.301 5.682
C29 2.604 1.379 4.644
C30 3.388 -2.229 -4.238
C31 -1.821 -5.767 -0.467
C32 1.652 -0.117 -5.680
C33 0.093 2.208 -0.619
C34 -1.100 -5.156 -1.487
C35 -5.657 -2.174 -0.909
C36 -1.980 3.922 1.859
C37 2.679 -1.899 -0.077
C38 0.910 2.218 -1.749
C39 3.442 -0.801 0.329
C40 -1.923 0.007 2.004
C41 -1.909 1.490 3.932
H1 3.017 -0.034 0.971
H2 -2.437 -6.629 -0.686
H3 -0.978 2.017 -0.761
H4 3.911 -1.508 -3.605
H5 1.655 0.758 2.823
H6 1.688 4.034 6.536
H7 0.248 -3.585 -2.007
H8 2.862 2.677 -2.520
H9 3.380 -3.188 -3.717
H10 -3.174 -0.252 3.725
H11 -1.159 1.003 4.545
H12 -5.279 -2.145 0.111
H13 -6.290 -3.052 -1.015
H14 5.003 -3.485 -1.969
H15 2.260 3.520 1.624
H16 2.666 -3.717 -1.248
H17 -0.378 -2.646 -5.593
H18 -2.507 6.271 -0.545
H19 -0.032 4.204 4.786
H20 6.337 -1.543 -1.247
H21 0.494 -3.834 -4.612
H22 -6.262 -1.289 -1.089
H23 0.513 1.899 -2.702
H24 -2.405 2.279 4.480
H25 -3.599 1.083 2.640
H26 -4.540 6.653 0.799
H27 3.690 3.521 -0.361
H28 -2.314 -5.764 1.618
H29 2.171 -0.313 -6.620
H30 -4.921 5.325 2.846
H31 -0.917 -3.807 2.130
H32 3.345 0.591 4.623
H33 2.163 0.714 -5.193
H34 1.075 -3.422 -6.221
H35 -4.053 -3.260 -1.919
H36 0.637 0.200 -5.918
H37 3.974 -2.354 -5.149
H38 -0.888 4.583 0.115
H39 -3.342 3.637 3.529
H40 -4.835 -2.060 -2.938
H41 -1.155 -5.545 -2.495
H42 5.342 0.181 0.214
H43 3.355 2.222 6.466
H44 0.782 -1.718 2.058

Computed properties:
Multiplicity = 5
Total charge = +2
Frontier orbital gap (spin up / spin down) = 8.14 / 5.89 eV
E_HOMO (spin up / spin down) = -13.702 / -13.972 eV